# CH11N3O3

A cluster of 4 separate species, CH11N3O3 in total in a non-equilibrium geometry (wB97M-V/def2-TZVPD, OMol25).

```
18
Properties=species:S:1:pos:R:3:mulliken_charge:R:1
O -0.21577 2.18324 -0.52482 -0.8963
O -0.24162 -2.38658 -1.21385 -0.9329
O -1.50026 0.02086 -1.31392 -0.5918
N 0.45695 1.14751 1.77646 -0.7156
N -0.71655 -0.84554 1.05912 -0.2556
N 1.38908 -0.29022 -0.01720 -0.4712
C 0.57301 -0.18591 1.19435 -0.2161
H 1.13761 -0.72138 1.92157 0.4428
H -0.66002 -1.59335 0.22407 0.4404
H 1.43827 1.52596 1.91607 0.3249
H -0.48754 2.81663 -1.17523 0.2485
H -0.04973 -2.74274 -2.03808 0.2105
H 0.09996 1.79822 0.95841 0.4139
H -0.90690 0.97091 -1.09896 0.4267
H 1.15499 -1.18116 -0.53603 0.4026
H -0.91824 -0.83653 -1.45013 0.4144
H -1.60267 -0.27832 0.87477 0.3834
H 1.04941 0.59839 -0.55661 0.3716
```

Summary:
Orbital gap: 4.6 eV
Largest force on an atom: 4.5 eV Å⁻¹
Energy relative to the best compared isomer or geometry (same formula, charge and spin): 219.4 kcal/mol

=====

# CH11NO4

A cluster of 4 separate species, CH11NO4 in total in a non-equilibrium geometry (wB97M-V/def2-TZVPD, OMol25).

```
17
Properties=species:S:1:pos:R:3:lowdin_spin:R:1
O -0.89478 -1.19106 1.95459 0.0347
O 0.07116 2.17998 -0.75480 0.2199
O 0.54386 -2.51449 0.04183 0.0482
O 2.10553 0.11106 0.67223 0.1782
N -1.16712 0.22434 -1.23102 0.0454
C -1.19733 1.61275 -0.93833 0.1248
H 0.64061 2.51290 -1.50468 0.1141
H -0.34877 -0.41137 1.81841 0.0218
H -1.68476 2.07014 -1.73858 0.0205
H 0.99298 -3.17660 0.74695 0.0172
H 0.94241 -1.69712 0.04238 0.0188
H -0.93059 -0.42566 -0.58369 0.0107
H 1.57684 0.68740 -0.06612 0.0460
H 2.78887 0.67713 1.03264 0.0535
H -1.71694 1.72757 0.08042 0.0062
H -0.75780 -1.82024 1.26763 0.0078
H -0.75513 -0.07497 -2.15908 0.0322
```

Summary:
Orbital gap (spin up / spin down): 2.8 / 9.4 eV
Expectation value of S²: 0.7507
Spin multiplicity: 2
Largest force on an atom: 6.4 eV Å⁻¹
Energy relative to the best compared isomer or geometry (same formula, charge and spin): 33.5 kcal/mol
Net charge: -1

=====

# CH11NO5

A cluster of 5 separate species, CH11NO5 in total in a non-equilibrium geometry (wB97M-V/def2-TZVPD, OMol25).

```
18
Properties=species:S:1:pos:R:3:lowdin_spin:R:1
O -1.70530 -1.57296 -0.38680 0.1215
O -5.23662 1.44929 -2.56354 0.0295
O 1.45732 2.25820 -0.50570 0.1193
O 1.59204 -2.23541 -0.77465 0.1263
O 1.59002 1.14491 3.17628 0.0310
N 1.69916 -0.48718 1.54761 0.0733
C 2.11606 0.15662 2.70256 0.0970
H 1.05493 0.14323 1.08025 0.0545
H 0.73209 1.72461 -0.15525 0.0726
H 2.22820 -1.59367 -0.41837 0.0468
H -1.91167 -0.69851 -0.80985 0.0530
H 3.04699 -0.20964 3.15551 0.0073
H 2.23364 2.07183 0.07510 0.0344
H -5.67944 2.06310 -3.21669 0.0037
H 1.79965 -2.18986 -1.78539 0.0495
H -1.31269 -1.14869 0.39237 0.0484
H -5.53466 0.56801 -2.72123 0.0041
H 1.83027 -1.44389 1.20778 0.0277
```

Summary:
Orbital gap (spin up / spin down): 2.3 / 9.8 eV
Expectation value of S²: 0.7507
Spin multiplicity: 2
Largest force on an atom: 2.6 eV Å⁻¹
Energy relative to the best compared isomer or geometry (same formula, charge and spin): 18.0 kcal/mol
Net charge: -1

=====

# CH11NO5

A cluster of 5 separate species, CH11NO5 in total in a non-equilibrium geometry (wB97M-V/def2-TZVPD, OMol25).

```
18
Properties=species:S:1:pos:R:3:mulliken_charge:R:1
O -1.48221 1.79137 0.10266 -0.6659
O -0.39561 -2.57087 0.34319 -0.6244
O -2.53997 -0.83804 -0.57381 -0.6623
O -0.44720 0.64950 -2.62965 -0.6306
O 2.68955 1.77729 2.70007 -0.5943
N 1.18695 -0.68977 0.35020 -0.2243
C 0.63998 -1.89566 -0.00642 0.1264
H 3.45061 1.47703 3.08772 0.2951
H -1.66200 0.83932 -0.04964 0.3095
H -1.23344 0.21148 -2.82324 0.2895
H -0.87830 1.92175 0.84348 0.3139
H -3.07625 -1.32525 -1.21762 0.2851
H 1.77323 -0.22198 -0.35121 0.2837
H 2.83178 1.85799 1.79061 0.3007
H 0.51901 -0.22983 0.85577 0.1687
H -0.73513 1.13932 -1.78662 0.3888
H -2.05887 -1.46531 0.00049 0.3624
H 1.41788 -2.42836 -0.63597 0.2779
```

Summary:
Orbital gap: 10.9 eV
SMILES string: NC=O.O.O.O.O
Largest force on an atom: 5.0 eV Å⁻¹
Energy relative to the best compared isomer or geometry (same formula, charge and spin): 34.3 kcal/mol

=====

# CH11NO5

A cluster of 5 separate species, CH11NO5 in total in a non-equilibrium geometry (wB97M-V/def2-TZVPD, OMol25).

```
18
Properties=species:S:1:pos:R:3:lowdin_spin:R:1
O -0.66830 -1.61211 1.79745 0.7874
O 1.84499 -1.33313 -0.91089 0.0019
O -2.01521 2.56506 0.18677 0.0034
O 2.28328 1.44603 -0.39869 0.0001
O -0.64220 -2.39908 -1.88489 -0.0003
N -0.40933 0.63221 1.93055 0.0565
C -1.08065 -0.45962 1.58103 0.1018
H 2.25240 0.47381 -0.39827 0.0000
H -2.36506 3.38913 0.53600 0.0000
H 0.60139 0.48327 1.95970 0.0011
H 2.30331 -1.98172 -0.36112 -0.0001
H -2.09752 -0.25570 1.20475 0.0466
H -1.27577 2.85066 -0.36274 0.0000
H -0.68802 -2.36155 -2.84513 0.0000
H -1.46894 -2.77669 -1.56840 0.0000
H -0.72166 1.45092 1.39815 0.0020
H 3.14646 1.65772 -0.76807 0.0000
H 1.00082 -1.76921 -1.09619 -0.0001
```

Summary:
Orbital gap (spin up / spin down): 9.4 / 4.7 eV
Expectation value of S²: 0.7552
Spin multiplicity: 2
Largest force on an atom: 2.1 eV Å⁻¹
Energy relative to the best compared isomer or geometry (same formula, charge and spin): 1.7 kcal/mol
Net charge: +1

=====

# CH11Na2O9

A structure of composition CH11Na2O9 in a non-equilibrium geometry (wB97M-V/def2-TZVPD, OMol25).

```
23
Properties=species:S:1:pos:R:3:mulliken_charge:R:1
Na -2.01378 -0.32354 -2.18459 0.6984
Na -0.88256 2.10356 0.12755 0.8364
O 1.75443 -0.77256 -1.95206 -0.5702
O 0.39308 -0.51998 2.64531 -0.7340
O 1.21453 1.91386 -1.36824 -0.7444
O -1.35958 -2.88298 -0.32963 -0.5689
O 2.75465 -0.38103 1.17610 -0.6801
O -0.89480 -0.31203 0.23468 -1.2572
O 2.43851 3.64613 -1.03779 -0.7388
O 0.57622 3.80174 -2.06340 -0.7450
O -3.13121 -0.11679 1.78510 -0.6565
C 1.44808 3.12113 -1.54710 0.5794
H 0.04378 -0.51025 1.75417 0.3485
H 2.30592 -0.68294 0.38634 0.2597
H 2.06769 -0.33939 1.84137 0.4738
H -1.99670 -2.72269 -1.02578 0.2103
H -2.34501 -0.41675 1.32885 0.4006
H 0.04347 -0.15659 0.01101 0.2268
H -3.77713 -0.80561 1.62841 0.2942
H -0.35594 -0.75231 3.19415 0.2920
H 1.58196 0.16362 -1.85183 0.4152
H -1.05843 -2.01095 -0.07448 0.4399
H 1.19284 -1.04365 -2.67825 0.2199
```

Summary:
Orbital gap: 2.5 eV
Largest force on an atom: 6.7 eV Å⁻¹
Net charge: -1

=====

# CH11P7

A cluster of 2 separate species, CH11P7 in total in a non-equilibrium geometry (wB97M-V/def2-TZVPD, OMol25).

```
19
Properties=species:S:1:pos:R:3:mulliken_charge:R:1
P -1.65766 0.81253 -1.25690 0.0207
P -2.55803 2.42187 -0.24573 -0.1373
P -1.48019 -1.65013 1.00103 -0.0797
P -2.90907 -0.79550 -0.41433 -0.0952
P 1.82547 1.75619 0.04945 -0.0622
P 1.26317 -0.45440 0.19267 0.1571
P 1.63636 -1.32386 -1.82426 -0.0944
C 2.55470 -1.28408 1.11604 -0.7845
H -2.64640 -1.86277 -1.26731 0.0676
H 2.38356 -2.36675 1.15442 0.3051
H 3.02563 -0.61279 1.86987 0.2797
H 2.67886 1.54254 1.01681 0.0032
H 2.75232 -0.53697 -2.23085 0.0664
H -1.41774 3.12566 0.13983 0.0201
H 0.58615 -0.62203 -2.56518 0.0571
H 0.75771 1.79425 1.10687 0.0510
H -1.75988 -0.59247 1.87600 0.0779
H -2.81422 3.34990 -1.27506 0.0688
H -2.22073 -2.70119 1.55663 0.0786
```

Summary:
Orbital gap (spin up / spin down): 7.0 / 5.4 eV
Largest force on an atom: 3.5 eV Å⁻¹
Energy relative to the best compared isomer or geometry (same formula, charge and spin): 68.7 kcal/mol

=====

# CH12F5NO13S3Y

A structure of composition CH12F5NO13S3Y in a non-equilibrium geometry (wB97M-V/def2-TZVPD, OMol25).

```
36
Properties=species:S:1:pos:R:3:lowdin_spin:R:1
Y -0.93844 13.14597 7.44500 0.0019
S -1.55282 11.77342 4.07510 0.0001
S -2.89945 13.49040 4.57109 0.0000
S 2.32581 11.83384 6.39176 0.0717
F -0.70791 10.74101 5.04526 0.0003
F 3.73501 9.87173 5.19311 0.0182
F 2.96467 9.48302 7.45284 0.0093
F -3.04812 14.59302 5.70854 0.0000
F 1.55899 9.45859 5.69586 0.0447
O -2.42881 14.38639 3.52383 0.0000
O 0.99167 14.10774 8.77370 0.0023
O -3.29579 12.82990 7.96057 0.0000
O -1.25958 10.81206 7.96561 0.0002
O -4.22599 12.90786 4.53443 0.0000
O 2.30239 12.63357 5.13382 0.0317
O 0.40387 14.54479 6.03871 0.0003
O -2.55102 10.90593 3.60695 0.0000
O 1.03676 11.94976 7.08747 0.0269
O -1.27797 13.06234 9.86813 0.0000
O -0.54244 12.24270 3.16750 0.0000
O 3.46001 12.25894 7.24050 0.7337
O -1.64964 15.28930 8.03564 0.0001
N -1.84833 12.73634 5.49739 0.0001
C 2.72249 9.96240 6.12888 0.0574
H -3.82431 12.77102 8.75645 0.0000
H 1.10282 14.17905 5.49656 0.0001
H 1.12409 14.19783 9.71741 0.0000
H -1.01883 10.20125 8.66216 0.0000
H -0.73481 12.80292 10.61239 0.0000
H -2.16782 13.09280 10.21951 0.0000
H 0.28089 15.43327 5.70449 0.0000
H -2.02884 10.41699 7.55526 0.0000
H -2.01208 16.03457 7.55663 0.0000
H -1.24715 15.67647 8.81303 0.0000
H -3.86395 12.48960 7.26947 0.0000
H 1.75073 14.54018 8.38249 0.0008
```

Summary:
Orbital gap (spin up / spin down): 9.8 / 4.1 eV
Expectation value of S²: 0.7567
Spin multiplicity: 2
Largest force on an atom: 8.9 eV Å⁻¹
Net charge: +2

=====

# CH12N2O3

A cluster of 4 separate species, CH12N2O3 in total in a non-equilibrium geometry (wB97M-V/def2-TZVPD, OMol25).

```
18
Properties=species:S:1:pos:R:3:mulliken_charge:R:1
O -0.86270 2.28529 -0.92743 -0.7157
O 1.48785 -1.14301 -0.61335 -0.7750
O 2.16164 1.28230 -0.94005 -0.6958
N -0.69583 -1.87348 1.81644 -0.6550
N -1.18642 -0.39106 -0.09614 -0.5824
C -1.22005 -0.51077 1.44032 -0.2497
H -0.94184 1.44363 -0.41293 0.4248
H 1.85348 -0.20916 -0.63892 0.4680
H 0.29042 -1.92986 1.85908 0.2919
H 1.54440 -1.27457 -1.55456 0.2631
H -0.34945 -0.69309 -0.60459 0.2015
H 2.00100 1.39144 -1.86307 0.3635
H 1.29837 1.81862 -0.79715 0.3585
H -0.94051 -2.56962 1.14862 0.2416
H -0.45798 0.24632 1.77474 0.2476
H -1.79560 2.48963 -1.08068 0.2846
H -2.01614 -0.91460 -0.47989 0.2478
H -2.28439 -0.27902 1.81189 0.2810
```

Summary:
Orbital gap: 9.3 eV
SMILES string: NCN.O.O.O
Largest force on an atom: 3.5 eV Å⁻¹
Energy relative to the best compared isomer or geometry (same formula, charge and spin): 24.8 kcal/mol

=====

# CH12O4

A cluster of 5 separate species, CH12O4 in total in a non-equilibrium geometry (wB97M-V/def2-TZVPD, OMol25).

```
17
Properties=species:S:1:pos:R:3:mulliken_charge:R:1
O 0.65025 -2.67815 1.48633 -0.6141
O 0.22087 0.57080 3.03559 -0.6635
O -2.65254 -2.01851 -0.81238 -0.6477
O -1.53290 0.97410 -0.22425 -0.5659
C 1.80436 1.90521 -1.72737 -0.7522
H -2.08226 -1.23229 -0.93712 0.3156
H 1.15842 0.90029 2.93900 0.3109
H 2.38631 2.73696 -1.30530 0.2518
H 0.85348 -2.86123 0.60523 0.2901
H 2.01244 1.13451 -0.98750 0.2068
H 0.40783 -0.39379 2.67451 0.3412
H 2.13096 1.71263 -2.84814 0.2290
H -2.04545 1.19981 0.53225 0.2922
H -1.34654 1.76628 -0.67556 0.2881
H -2.45156 -2.52201 -1.65853 0.3275
H 0.66441 2.00425 -1.76408 0.0576
H -0.17807 -3.19886 1.66732 0.3322
```

Summary:
Orbital gap: 11.6 eV
SMILES string: C.O.O.O.O
Largest force on an atom: 3.9 eV Å⁻¹
Energy relative to the best compared isomer or geometry (same formula, charge and spin): 32.0 kcal/mol